Molecular formula: C32H42F8O30P2S
Method: DFT, wB97M-V/def2-TZVPD

CARTESIAN COORDINATES (ANGSTROEM)
C (-1.81, -4.02, -1.53)
C (-0.39, -3.72, -2.03)
P (-0.12, -2.39, -3.28)
C (-1.48, -2.51, -4.50)
C (-1.86, -1.22, -5.24)
C (-0.11, -0.69, -2.42)
P (0.93, 0.42, -3.48)
O (1.00, -0.03, -4.87)
O (0.30, 1.88, -3.35)
O (2.38, 0.55, -2.84)
C (-1.49, -0.02, -2.07)
C (-2.23, -0.66, -0.90)
C (-1.42, -0.82, 0.35)
O (-0.22, -1.60, 0.14)
S (0.78, -0.88, -0.86)
O (1.01, 0.42, -0.30)
O (1.89, -1.76, -1.03)
H (-2.01, -5.09, -1.49)
H (-1.91, -3.64, -0.51)
H (-2.60, -3.54, -2.11)
H (-0.01, -4.60, -2.56)
H (0.29, -3.59, -1.19)
H (-2.38, -2.99, -4.10)
H (-1.07, -3.21, -5.22)
H (-1.48, -1.25, -6.25)
H (-1.52, -0.31, -4.77)
H (-2.95, -1.15, -5.28)
H (0.09, 2.19, -4.23)
H (2.56, 1.48, -2.65)
H (-2.18, 0.00, -2.90)
H (-1.29, 1.02, -1.82)
H (-3.05, 0.01, -0.64)
H (-2.70, -1.59, -1.21)
H (-2.00, -1.38, 1.09)
H (-1.20, 0.14, 0.81)
O (4.96, 4.50, 2.81)
C (4.25, 4.17, 1.92)
O (2.91, 4.32, 1.91)
C (2.42, 3.89, 0.63)
C (3.53, 2.97, 0.18)
F (3.66, 2.98, -1.17)
O (4.67, 3.54, 0.79)
H (2.32, 4.75, -0.03)
H (1.46, 3.39, 0.74)
H (3.42, 1.94, 0.51)
O (1.97, 7.70, 6.80)
C (2.97, 7.25, 6.37)
O (3.67, 7.75, 5.33)
C (4.89, 7.03, 5.21)
C (4.54, 5.73, 5.89)
F (5.61, 5.17, 6.52)
O (3.59, 6.12, 6.85)
H (5.69, 7.56, 5.73)
H (5.17, 6.89, 4.17)
H (4.10, 4.98, 5.22)
O (-3.40, 0.15, 2.66)
C (-3.33, -0.54, 3.62)
O (-4.24, -1.46, 4.01)
C (-3.68, -2.20, 5.11)
C (-2.65, -1.23, 5.65)
F (-1.55, -1.84, 6.14)
O (-2.28, -0.52, 4.48)
H (-3.21, -3.11, 4.74)
H (-4.45, -2.46, 5.83)
H (-3.03, -0.52, 6.39)
O (-3.28, 1.42, -4.11)
C (-4.26, 1.54, -4.76)
O (-4.53, 0.86, -5.90)
C (-5.86, 1.17, -6.31)
C (-6.10, 2.50, -5.62)
F (-7.39, 2.66, -5.24)
O (-5.29, 2.39, -4.47)
H (-6.54, 0.41, -5.93)
H (-5.94, 1.22, -7.39)
H (-5.79, 3.37, -6.20)
O (-1.27, -2.42, -8.08)
C (-0.09, -2.28, -7.97)
O (0.75, -3.23, -7.50)
C (2.08, -2.71, -7.56)
C (1.83, -1.21, -7.56)
F (2.76, -0.54, -8.30)
O (0.57, -1.12, -8.21)
H (2.56, -3.03, -8.49)
H (2.67, -3.05, -6.71)
H (1.76, -0.76, -6.57)
O (3.12, 0.23, 7.09)
C (2.79, -0.41, 6.15)
O (3.31, -0.29, 4.91)
C (2.75, -1.33, 4.09)
C (1.47, -1.64, 4.82)
F (1.12, -2.95, 4.71)
O (1.81, -1.36, 6.17)
H (3.42, -2.19, 4.08)
H (2.60, -0.97, 3.08)
H (0.62, -1.03, 4.53)
O (-4.54, -2.69, -2.90)
C (-5.39, -3.52, -2.91)
O (-6.66, -3.32, -2.51)
C (-7.42, -4.50, -2.82)
C (-6.33, -5.55, -2.89)
F (-6.61, -6.52, -3.79)
O (-5.21, -4.80, -3.33)
H (-7.91, -4.38, -3.78)
H (-8.16, -4.69, -2.05)
H (-6.09, -6.02, -1.93)
O (7.59, -0.71, 7.09)
C (7.17, 0.31, 7.50)
O (6.57, 1.27, 6.75)
C (6.08, 2.29, 7.62)
C (6.95, 2.10, 8.84)
F (6.29, 2.39, 9.99)
O (7.23, 0.71, 8.80)
H (5.03, 2.09, 7.85)
H (6.17, 3.27, 7.16)
H (7.88, 2.66, 8.82)

The SMILES is CCP(CC)[C@@]1(P(=O)(O)O)CCCOS1(=O)=O.O=C1OC[C@@H](F)O1.O=C1OC[C@@H](F)O1.O=C1OC[C@@H](F)O1.O=C1OC[C@@H](F)O1.O=C1OC[C@@H](F)O1.O=C1OC[C@@H](F)O1.O=C1OC[C@@H](F)O1.O=C1OC[C@@H](F)O1. As for the highest occupied orbital energy: -7.7410 eV. For the lowest unoccupied orbital energy, the calculation gives 0.06 eV. The value obtained for the electronic energy is -146445.9341 eV. As for the energy above the lowest of the compared OMol25 structures with the same formula, charge and spin: 0.00 kJ/mol.


Molecular formula: C3H6N2
Method: DFT, wB97M-V/def2-TZVPD

CARTESIAN COORDINATES (ANGSTROEM)
C (-0.59, 0.51, -1.19)
N (0.69, 0.52, -1.17)
C (1.17, -0.06, 0.06)
C (-0.20, -0.46, 0.83)
N (-1.21, -0.06, -0.12)
H (-1.05, 0.83, -2.16)
H (1.98, -0.76, -0.24)
H (1.75, 0.64, 0.71)
H (-0.22, -1.48, 1.05)
H (-0.13, -0.06, 1.87)
H (-2.18, 0.38, 0.35)

The SMILES is C1=NCCN1. As for the highest occupied orbital energy: -8.4574 eV. For the lowest unoccupied orbital energy, the calculation gives 0.95 eV. The value obtained for the electronic energy is -6186.9039 eV. As for the energy above the lowest of the compared OMol25 structures with the same formula, charge and spin: 158.34 kJ/mol.


Molecular formula: C2H7N3O
Method: DFT, wB97M-V/def2-TZVPD

CARTESIAN COORDINATES (ANGSTROEM)
N (1.12, 1.08, -0.20)
C (-0.21, 0.86, 0.20)
N (1.81, -0.02, 0.32)
N (-1.38, -1.33, -0.03)
C (-0.28, -0.59, -0.29)
O (-1.14, 1.71, -0.46)
H (-0.70, 1.96, -1.28)
H (-0.49, 0.93, 1.28)
H (1.77, -0.41, 1.27)
H (2.81, 0.00, 0.14)
H (-1.58, -2.17, -0.53)
H (-2.02, -1.03, 0.70)
H (0.28, -0.98, -1.13)

As for the highest occupied orbital energy (alpha / beta): -7.1611 / -6.0520 eV. For the lowest unoccupied orbital energy (alpha / beta), the calculation gives 0.92 / 0.77 eV. The value obtained for the electronic energy is -8701.0308 eV. As for the energy above the lowest of the compared OMol25 structures with the same formula, charge and spin: 506.18 kJ/mol.